1.
Formula: C12H25ClDyI2NP2
Source: the OMol25 dataset
Level of theory: the ωB97M-V functional and the def2-TZVPD basis

Cartesian coordinates (Å):
I1 -2.45 3.35 -4.78
I2 -3.28 0.81 -4.60
Dy1 -0.20 0.80 -0.84
P1 1.52 -0.21 -2.31
C1 1.33 -1.95 -2.50
C2 1.39 0.55 -3.91
H1 2.19 0.13 -4.52
H2 3.85 -0.28 -2.44
H3 1.50 1.64 -3.83
H4 3.32 1.19 -1.55
H5 0.33 -2.20 -2.91
H6 0.41 0.34 -4.37
C3 3.15 0.11 -1.69
H7 2.10 -2.28 -3.19
H8 3.32 -0.39 -0.73
H9 1.43 -2.48 -1.54
P2 -1.67 2.09 0.67
C4 -2.89 1.11 1.46
C5 -0.71 2.92 1.93
H10 -1.74 3.99 -0.80
H11 -3.07 3.94 0.41
H12 -3.13 2.90 -1.05
C6 -2.47 3.35 -0.28
H13 0.08 3.54 1.49
H14 -1.41 3.54 2.50
H15 -3.50 1.78 2.07
H16 -2.44 0.33 2.10
H17 -0.24 2.19 2.61
H18 -3.53 0.60 0.72
Cl1 0.97 2.93 -1.24
N1 0.07 -0.83 0.77
C7 0.25 -1.83 1.72
C8 -0.30 -1.61 2.94
C9 -0.13 -2.63 3.91
C10 0.57 -3.78 3.60
C11 1.13 -3.95 2.35
C12 0.96 -2.92 1.37
H19 -0.03 0.02 1.40
H20 0.86 -1.11 0.07
H21 -0.85 -0.72 3.26
H22 -0.57 -2.45 4.90
H23 0.72 -4.56 4.34
H24 1.72 -4.82 2.04
H25 1.46 -3.13 0.42

Summary:
Total charge ... +2
Spin multiplicity ... 6
E_LUMO (spin up / spin down) ... -8.854 / -6.806 eV
⟨S²⟩ ... 9.2913
HOMO-LUMO gap (spin up / spin down) ... 5.6 / 7.7 eV
E_HOMO (spin up / spin down) ... -14.472 / -14.472 eV

=====

2.
Formula: C12H25N5O3
Source: the OMol25 dataset
Level of theory: the ωB97M-V functional and the def2-TZVPD basis

Cartesian coordinates (Å):
C1 -0.02 -2.03 -0.97
C2 0.05 -0.47 -0.91
C3 0.31 -2.58 0.42
C4 -0.86 -2.78 1.39
C5 -1.50 -1.41 1.77
C6 -3.42 -2.12 3.05
C7 1.77 1.26 -0.83
C8 1.94 1.52 0.67
C9 0.91 2.44 -1.41
C10 0.01 3.20 -0.47
C11 1.68 3.37 -2.35
C12 2.32 2.68 -3.58
H1 0.87 -2.08 -2.79
H2 0.98 -3.45 -1.94
H3 -1.09 -2.28 -1.20
H4 0.84 -3.56 0.25
H5 1.09 -1.92 0.81
H6 -0.50 -3.27 2.30
H7 -1.68 -3.39 0.98
H8 -2.12 -1.06 0.93
H9 -0.70 -0.63 1.94
H10 -1.92 -0.81 3.80
H11 -4.54 -3.27 2.12
H12 -3.74 -2.60 5.00
H13 -4.44 -1.21 4.42
H14 1.96 -0.73 -1.48
H15 2.82 1.45 -1.09
H16 0.27 1.93 -2.12
H17 -0.59 2.55 0.19
H18 0.63 3.90 0.20
H19 -0.64 3.87 -1.05
H20 2.43 3.97 -1.84
H21 0.98 4.14 -2.70
H22 1.61 2.14 -4.23
H23 2.92 3.31 -4.22
H24 3.03 1.97 -3.19
H25 2.93 2.96 0.06
N1 1.06 -2.46 -1.86
N2 -2.26 -1.43 3.01
N3 -3.73 -2.67 1.96
N4 -4.16 -2.13 4.22
N5 1.32 -0.05 -1.04
O1 -0.91 0.26 -0.71
O2 1.39 0.90 1.59
O3 2.70 2.57 0.92

Summary:
SMILES string ... [H]/N=C(\N)NCCC[C@H](N)C(=O)N[C@H](C(=O)O)[C@@H](C)CC
E_LUMO ... 0.530 eV
HOMO-LUMO gap ... 8.8 eV
E_HOMO ... -8.247 eV

=====

3.
Formula: C12H25N5O3
Source: the OMol25 dataset
Level of theory: the ωB97M-V functional and the def2-TZVPD basis

Cartesian coordinates (Å):
C1 -2.08 -0.19 -0.73
C2 -0.57 0.25 -0.83
C3 -2.28 -1.26 0.38
C4 -2.52 -0.79 1.81
C5 -1.32 0.02 2.45
C6 -2.52 0.60 4.48
C7 1.60 -0.59 -1.72
C8 2.29 -1.38 -0.53
C9 2.28 0.81 -1.89
C10 2.98 1.38 -0.67
C11 3.22 0.78 -3.09
C12 2.53 0.54 -4.39
H1 -1.96 -0.25 -2.85
H2 -3.43 -0.61 -2.22
H3 -2.58 0.72 -0.48
H4 -3.17 -1.89 0.15
H5 -1.43 -1.90 0.24
H6 -2.76 -1.69 2.44
H7 -3.51 -0.22 1.90
H8 -1.60 1.09 2.25
H9 -0.33 -0.27 2.03
H10 -1.22 -0.93 4.28
H11 -4.18 1.46 4.31
H12 -2.50 -0.44 6.20
H13 -1.75 0.95 6.37
H14 -0.33 -1.44 -1.88
H15 1.94 -1.26 -2.53
H16 1.42 1.53 -2.15
H17 2.32 1.43 0.28
H18 3.88 0.87 -0.46
H19 3.35 2.34 -0.91
H20 3.89 -0.08 -2.93
H21 3.75 1.74 -3.09
H22 1.78 1.30 -4.48
H23 3.22 0.75 -5.23
H24 2.05 -0.46 -4.45
H25 3.88 -1.29 -1.56
N1 -2.42 -0.73 -2.06
N2 -1.36 0.03 3.90
N3 -3.44 1.09 3.74
N4 -2.56 0.53 5.89
N5 0.17 -0.57 -1.67
O1 -0.14 1.14 -0.14
O2 1.73 -1.70 0.46
O3 3.67 -1.44 -0.63

Summary:
SMILES string ... [H]/N=C(\N)NCCC[C@H](N)C(=O)N[C@H](C(=O)O)[C@@H](C)CC
E_LUMO ... 0.603 eV
HOMO-LUMO gap ... 9.4 eV
E_HOMO ... -8.843 eV

=====

4.
Formula: C12H26AlB2O6
Source: the OMol25 dataset
Level of theory: the ωB97M-V functional and the def2-TZVPD basis

Cartesian coordinates (Å):
Al1 31.18 6.35 -5.36
B1 32.10 3.41 -5.64
H1 31.28 3.65 -6.30
H2 32.69 2.55 -5.91
H3 32.72 4.28 -5.50
H4 31.65 3.18 -4.68
B2 31.69 8.81 -3.68
H5 31.86 9.56 -2.93
H6 31.95 9.11 -4.68
H7 32.28 7.94 -3.43
H8 30.67 8.45 -3.62
O1 29.75 5.18 -7.56
C1 29.21 5.07 -8.67
O2 28.12 5.77 -8.97
C2 27.72 5.55 -10.38
C3 29.04 4.98 -10.98
C4 29.66 4.21 -9.84
H9 27.35 6.46 -10.84
H10 26.94 4.80 -10.47
H11 29.60 5.80 -11.44
H12 28.74 4.40 -11.85
H13 30.70 4.00 -10.07
H14 29.17 3.24 -9.72
O3 30.65 5.89 -2.47
C5 29.84 5.93 -1.56
O4 29.33 4.88 -1.03
C6 28.47 5.17 0.04
C7 28.19 6.65 -0.09
C8 29.42 7.15 -0.76
H15 28.95 5.01 1.00
H16 27.60 4.51 -0.04
H17 28.11 7.14 0.88
H18 27.28 6.82 -0.65
H19 30.17 7.39 -0.01
H20 29.16 8.01 -1.38
O5 33.22 5.63 -3.32
C9 34.41 5.71 -2.99
O6 35.00 6.93 -2.95
C10 36.27 6.96 -2.28
C11 36.41 5.48 -1.83
C12 35.40 4.63 -2.65
H21 36.22 7.71 -1.49
H22 36.98 7.21 -3.07
H23 36.12 5.39 -0.78
H24 37.39 5.02 -1.86
H25 34.84 3.89 -2.08
H26 35.90 4.19 -3.52

Summary:
Total charge ... +2
Spin multiplicity ... 2
E_LUMO (spin up / spin down) ... -10.973 / -11.828 eV
⟨S²⟩ ... 1.7679
HOMO-LUMO gap (spin up / spin down) ... 5.3 / 4.0 eV
E_HOMO (spin up / spin down) ... -16.257 / -15.861 eV

=====

In the order shown, the computed ΔE to the lowest compared entry with this formula, charge and spin values come out to 3.8448, 1.6938, 2.0522, 0.0000 eV.